(1)
15
Properties=species:S:1:pos:R:3:forces:R:3:lowdin_charge:R:1 method="wB97M-V/def2-TZVPD" spin_multiplicity=1 largest_force_ev_per_a=1.05 lumo_energy_ev=-3.43 homo_energy_ev=-7.204 gap_ev=3.77
C 0.3425 -1.4444 -1.2607 -0.5 0.7 -0.6 -0.261
C -0.0846 -2.5949 -1.8673 0.5 0.6 0.4 0.150
C 1.9012 -0.0079 -0.4433 0.4 -0.5 0.0 -0.197
N 1.5651 -0.9399 -1.4565 0.2 -0.3 0.6 0.051
H -0.3226 -0.8378 -0.6470 -0.2 -0.5 0.5 0.044
H 0.5397 -3.0763 -2.6067 0.0 -0.2 0.1 0.073
H -0.9931 -3.0448 -1.4976 -0.2 -0.1 -0.4 0.069
H 2.9790 0.1213 -0.3511 0.0 0.2 -0.4 0.083
H 1.5189 -0.3230 0.5459 -0.3 0.2 0.0 0.045
H 1.3994 0.9702 -0.6307 -0.3 0.1 0.1 0.068
C -2.0575 1.8947 1.9398 -0.2 0.3 -0.4 -0.611
S -0.5803 1.2062 1.1826 0.4 -0.5 -0.3 0.454
H -2.0040 2.9839 1.8772 0.0 0.0 0.3 0.008
H -2.9894 1.5962 1.4503 0.2 -0.2 0.1 0.010
H -2.0840 1.5876 2.9874 0.0 0.1 0.0 0.013


(2)
15
Properties=species:S:1:pos:R:3:forces:R:3:lowdin_charge:R:1 method="wB97M-V/def2-TZVPD" spin_multiplicity=1 largest_force_ev_per_a=2.00 lumo_energy_ev=0.93 homo_energy_ev=-8.944 smiles=N[C@@H]1CC[C@@H]1S gap_ev=9.87
N -1.0063 -1.4515 0.1699 1.2 -0.5 0.1 0.028
C -0.8407 -0.1603 0.7800 -0.8 1.2 -0.2 -0.426
C -1.7381 0.8865 0.0417 -0.4 -0.6 -0.4 -0.136
C -0.5604 1.1917 -0.9348 0.5 0.6 0.7 -0.161
C 0.3647 0.5734 0.1573 -0.2 -0.7 -0.2 -0.630
S 1.8307 -0.4284 -0.1998 -0.6 -0.2 -1.9 0.758
H -0.3186 -2.1315 0.5077 0.0 0.5 -0.2 0.064
H -1.8863 -1.8711 0.3422 -1.1 -0.1 0.2 0.060
H -0.9623 -0.0752 1.8686 0.4 -0.4 0.0 0.129
H -2.6971 0.4293 -0.3498 1.0 0.9 0.2 0.120
H -1.9132 1.7732 0.6561 -0.3 -0.3 0.1 0.101
H -0.3184 2.2551 -1.1937 -0.4 -0.9 0.2 0.114
H -0.6208 0.6137 -1.8278 0.1 -0.5 -0.6 0.087
H 0.7084 1.3454 0.7981 0.1 0.8 0.7 0.078
H 2.4083 -0.2716 0.9402 0.7 0.3 1.4 -0.185


(3)
15
Properties=species:S:1:pos:R:3:forces:R:3:lowdin_charge:R:1 method="wB97M-V/def2-TZVPD" spin_multiplicity=1 largest_force_ev_per_a=6.23 lumo_energy_ev=0.93 homo_energy_ev=-8.559 smiles=CNC[C@H]1CS1 gap_ev=9.49
C 2.0975 -0.1068 -0.2353 5.6 0.2 2.7 -0.200
N 0.9131 0.3969 0.2268 -3.2 -0.2 -0.1 -0.144
C 0.0268 -0.7088 -0.1466 -4.3 2.1 1.0 -0.254
C -1.2414 -0.0797 0.5494 -1.1 -1.6 -1.6 -0.575
C -1.7928 1.0573 -0.1876 0.0 -0.3 -1.8 -0.395
S -2.9688 -0.4094 -0.0932 1.1 0.2 -0.9 0.730
H 2.0244 -1.1054 0.1586 1.9 -1.1 -0.1 0.044
H 2.0643 -0.2217 -1.3152 0.7 0.7 -0.1 0.088
H 3.0825 0.4522 0.3860 -2.5 -1.5 -2.6 0.162
H 0.7138 0.2385 1.2199 1.6 1.0 0.1 0.119
H -0.2880 -0.8766 -1.1466 0.3 0.8 -1.5 0.102
H 0.3474 -1.7095 0.1060 0.1 -0.3 1.2 0.111
H -1.3482 -0.2595 1.5796 0.4 0.6 1.4 0.072
H -2.3610 1.9185 0.0144 -0.3 0.9 2.0 0.038
H -1.2695 1.4139 -1.1162 -0.3 -1.5 0.5 0.103


(4)
14
Properties=species:S:1:pos:R:3:forces:R:3:lowdin_charge:R:1 method="wB97M-V/def2-TZVPD" spin_multiplicity=1 largest_force_ev_per_a=1.68 lumo_energy_ev=4.41 homo_energy_ev=-2.105 smiles=CCCC[O-] total_charge=-1 gap_ev=6.52
C -1.9473 0.0549 0.9246 0.8 1.2 -0.9 -0.135
C -1.0030 -0.4991 -0.1690 -0.3 -1.0 1.2 -0.290
C 0.4339 -0.7703 0.3107 0.7 0.5 -0.6 -0.245
C 1.4000 -0.0308 -0.6790 -0.4 0.2 0.6 -0.583
O 1.3365 1.3034 -0.4778 0.2 -0.4 -0.4 -0.369
H -2.3380 -0.6512 1.6509 -0.1 -0.2 -0.1 0.050
H -1.3834 0.8423 1.4376 0.0 -0.3 0.3 0.063
H -2.7114 0.6463 0.4110 -0.6 -0.5 0.3 0.050
H -0.9966 0.2145 -0.9844 0.2 0.1 -0.1 0.087
H -1.3989 -1.4559 -0.5362 -0.2 0.2 -0.2 0.085
H 0.6754 -1.8405 0.3798 -0.2 -0.1 -0.1 0.077
H 0.6624 -0.3113 1.2770 -0.3 0.0 0.1 0.086
H 2.4100 -0.4958 -0.6292 0.4 0.0 0.4 0.061
H 1.0650 -0.4159 -1.6710 -0.2 0.2 -0.6 0.063


(5)
15
Properties=species:S:1:pos:R:3:forces:R:3:lowdin_charge:R:1 method="wB97M-V/def2-TZVPD" spin_multiplicity=1 largest_force_ev_per_a=2.64 lumo_energy_ev=4.50 homo_energy_ev=-3.032 smiles=C[C@@H]([O-])CCO total_charge=-1 gap_ev=7.54
C -0.1366 0.0642 -2.2060 0.2 -0.7 0.4 -0.113
C 0.5894 0.0811 -0.8585 -0.8 1.2 0.5 -0.602
O 0.4544 1.3613 -0.3590 -0.3 -0.3 1.0 -0.322
C -0.0513 -1.0436 0.0640 1.5 1.0 -0.5 -0.162
C 0.0577 -0.7028 1.5522 -2.4 -0.8 -0.8 -0.345
O -0.7082 0.4303 1.8402 0.9 1.9 -1.4 -0.175
H -1.1614 0.2713 -1.9395 -0.5 0.1 -0.2 0.059
H 0.2433 0.8662 -2.8088 0.2 0.4 -0.4 0.049
H -0.0783 -0.8798 -2.7511 0.0 -0.2 -0.1 0.053
H 1.6628 -0.0942 -1.0258 0.3 -0.7 0.0 0.101
H -1.1002 -1.0872 -0.1946 -0.3 -0.6 -0.2 0.092
H 0.5935 -1.8933 -0.1962 -0.8 -0.6 0.2 0.096
H 1.0782 -0.5287 1.7041 1.9 0.0 1.0 0.082
H -0.4281 -1.4807 2.1747 1.0 -0.2 -0.1 0.104
H -0.2974 1.0601 1.0686 -0.8 -0.5 0.7 0.082


(6)
15
Properties=species:S:1:pos:R:3:forces:R:3:lowdin_charge:R:1 method="wB97M-V/def2-TZVPD" spin_multiplicity=1 largest_force_ev_per_a=3.57 lumo_energy_ev=3.90 homo_energy_ev=-2.147 smiles=[O-]CCCCO total_charge=-1 gap_ev=6.05
O 1.2387 1.1788 2.5145 0.8 0.1 -0.9 -0.389
C 0.7979 0.9133 1.2544 -1.7 1.0 2.3 -0.566
C 0.0208 -0.3858 1.2526 -0.2 -1.9 -2.0 -0.241
C -0.3071 -0.8920 -0.1912 0.4 1.0 0.1 -0.209
C -0.7990 0.0941 -1.2623 0.3 -1.6 -3.2 -0.207
O 0.0486 0.0024 -2.5257 -0.2 0.2 1.3 -0.155
H -0.0902 1.6095 1.0262 0.7 0.1 -0.5 0.084
H 1.4722 1.0314 0.3791 0.5 -0.3 -0.1 0.080
H 0.5352 -1.2965 1.6050 0.3 0.7 0.7 0.095
H -0.8698 -0.2410 1.8438 -0.3 0.0 0.3 0.088
H 0.6458 -1.3217 -0.5519 -0.4 0.2 -0.2 0.104
H -1.0373 -1.6955 -0.2385 0.0 -0.3 0.5 0.084
H -0.9328 1.1677 -1.1446 -0.2 -0.3 0.9 0.100
H -1.6230 -0.4290 -1.7736 -0.8 1.0 0.9 0.094
H 0.9001 0.2643 -2.1876 0.8 0.2 -0.2 0.035


(7)
15
Properties=species:S:1:pos:R:3:forces:R:3:lowdin_charge:R:1 method="wB97M-V/def2-TZVPD" spin_multiplicity=1 largest_force_ev_per_a=5.04 lumo_energy_ev=3.88 homo_energy_ev=-3.423 total_charge=-1 gap_ev=7.30
C 0.1410 -0.8087 3.0242 -1.3 -3.2 0.9 -0.192
C -1.1808 -0.6332 2.4156 -2.5 1.9 -3.9 -0.222
H 0.7621 -0.7856 2.1901 1.9 -0.1 -0.9 0.049
H 0.4738 -0.2661 3.8486 0.3 1.7 1.0 0.039
H 0.0396 -1.8427 3.4528 0.9 0.4 -0.5 0.079
H -2.1044 -0.6540 2.9873 0.1 -0.8 0.6 0.038
H -1.2486 -1.3757 1.4789 -0.2 1.5 2.2 0.114
H -1.3447 0.4032 1.9244 0.8 -1.4 0.4 0.087
C -0.4294 -0.3742 -2.4065 2.4 0.7 0.9 -0.060
C 0.4439 0.5594 -1.3501 -0.7 -1.7 -3.0 -0.774
O 1.6392 0.1870 -1.3450 -0.1 0.9 1.3 -0.126
O -0.2182 1.5223 -0.9383 0.7 0.3 1.1 -0.106
H 0.3042 -0.6750 -3.2066 -1.2 0.2 0.6 0.058
H -1.2410 0.2511 -2.6298 -1.0 0.8 -1.2 0.006
H -0.8576 -1.1893 -1.8784 -0.1 -1.2 0.4 0.008


(8)
15
Properties=species:S:1:pos:R:3:forces:R:3:lowdin_charge:R:1 method="wB97M-V/def2-TZVPD" spin_multiplicity=1 largest_force_ev_per_a=0.97 lumo_energy_ev=4.07 homo_energy_ev=-3.947 total_charge=-1 gap_ev=8.02
C -1.1349 -1.4436 -1.3239 0.7 -0.2 0.3 -0.065
C -1.9245 -1.2760 0.0005 0.4 -0.1 0.2 -0.793
O -3.1665 -1.3233 -0.0927 0.0 0.1 0.0 -0.103
O -1.2130 -1.1580 1.0343 -0.3 0.0 -0.2 -0.119
H -1.0946 -2.5086 -1.5695 -0.4 0.0 -0.2 0.052
H -0.0751 -1.1887 -1.1929 -0.2 0.3 0.0 0.042
H -1.5723 -0.8703 -2.1351 -0.1 -0.1 -0.2 0.048
C 1.3527 0.8306 1.3105 -0.3 -0.9 0.3 -0.176
C 1.2233 1.6185 0.0200 0.2 0.7 -0.5 -0.178
H 1.3545 1.4605 2.1993 0.2 0.1 0.0 0.051
H 0.5067 0.1364 1.4127 0.0 0.3 0.0 0.034
H 2.2181 0.1596 1.3580 0.2 0.3 -0.2 0.057
H 0.4996 1.1705 -0.6535 -0.1 -0.2 0.0 0.045
H 2.1475 1.7475 -0.5643 0.0 -0.2 0.3 0.052
H 0.8783 2.6450 0.1966 -0.1 -0.2 0.1 0.054


(9)
15
Properties=species:S:1:pos:R:3:forces:R:3:lowdin_charge:R:1 method="wB97M-V/def2-TZVPD" spin_multiplicity=1 largest_force_ev_per_a=0.46 lumo_energy_ev=4.02 homo_energy_ev=-2.846 total_charge=-1 gap_ev=6.86
C -0.6120 -0.8207 1.3977 0.2 0.0 0.1 -0.381
O 0.7248 -0.6976 0.9851 -0.1 -0.1 -0.2 -0.137
C -0.6388 -1.2381 2.8589 0.2 -0.2 0.0 -0.117
H -1.1386 -1.5705 0.7919 0.0 0.0 0.0 0.105
H -1.1384 0.1361 1.2719 -0.1 -0.1 0.0 0.102
H -1.6310 -1.5482 3.1953 -0.1 0.2 0.0 0.057
H -0.2574 -0.4363 3.4943 -0.1 0.0 0.0 0.062
H 0.0275 -2.0948 2.9964 0.0 0.0 -0.1 0.063
C 0.4705 1.9702 -2.6995 -0.2 0.1 -0.4 -0.110
C -0.0933 1.1277 -1.7944 0.2 -0.4 0.2 -0.511
O 0.2823 -0.0598 -1.4701 0.1 0.1 -0.2 -0.217
H -0.0209 2.8996 -2.9692 0.0 0.0 0.2 -0.015
H 1.3090 1.6614 -3.3159 0.0 -0.1 0.1 0.003
H -0.9815 1.5088 -1.2486 0.0 0.2 -0.1 0.075
H 0.6684 -0.4894 -0.0077 0.0 0.2 0.3 0.021


(10)
15
Properties=species:S:1:pos:R:3:forces:R:3:mulliken_spin:R:1 method="wB97M-V/def2-TZVPD" spin_multiplicity=2 largest_force_ev_per_a=5.80 lumo_energy_ev="0.93 / 0.55" homo_energy_ev="-6.732 / -11.344" gap_ev="7.66 / 11.90" s2=0.7526
H -1.0943 2.0276 1.3767 -0.3 1.4 1.0 -0.012
C -0.0988 1.1058 1.4044 3.6 -1.4 -1.3 0.610
O 0.0264 1.0551 2.5738 0.8 -1.7 0.6 0.166
C 0.4718 0.4699 0.0574 1.2 -0.2 1.1 0.137
C 0.1028 -1.0185 -0.1291 0.3 -0.3 -0.8 0.012
C 0.7465 -1.7228 -1.4016 -0.4 0.6 0.7 0.009
H 0.3021 1.0459 -0.8893 -0.6 -0.1 1.3 0.016
H 1.5635 0.6298 0.2496 -0.5 -0.5 -0.2 -0.011
H 0.3650 -1.5839 0.7665 0.1 0.0 0.0 0.003
H -0.9913 -1.0852 -0.2197 0.3 0.0 0.0 -0.001
H 0.3324 -2.7436 -1.5032 0.2 0.5 0.0 0.002
H 0.4909 -1.1525 -2.3156 0.2 -0.3 0.4 -0.001
H 1.8489 -1.8080 -1.3339 -0.6 0.2 0.1 0.000
O -1.6215 2.1400 0.5889 -4.5 2.1 -3.0 0.040
H -2.4444 2.6401 0.7750 0.4 -0.3 0.0 0.030


(11)
16
Properties=species:S:1:pos:R:3:forces:R:3:lowdin_charge:R:1 method="wB97M-V/def2-TZVPD" spin_multiplicity=1 largest_force_ev_per_a=3.90 lumo_energy_ev=0.29 homo_energy_ev=-8.022 gap_ev=8.31
C -0.8524 0.6786 -0.0965 0.8 -1.5 1.3 -0.233
C 0.4457 0.9901 -0.7532 3.3 1.7 -1.3 -0.228
C -1.1151 -0.7968 -0.1907 3.0 -1.1 -0.7 -0.291
C 1.6165 0.1928 -0.0091 -0.7 -0.9 0.4 -0.616
O -1.7747 -1.3260 0.8982 0.0 0.8 -0.6 -0.023
O 1.6413 0.2025 1.4647 -1.0 1.4 -1.3 -0.167
P 1.3453 -1.6100 -0.4321 -2.0 0.9 0.2 0.890
H -0.7751 0.8743 0.9800 -0.7 0.7 -0.3 0.119
H -1.6584 1.1064 -0.6114 -1.3 1.4 -0.3 0.105
H 0.3936 0.6635 -1.8341 0.3 -0.1 1.1 0.110
H 0.8237 2.0999 -0.9071 -1.4 -1.8 0.9 0.142
H -1.3028 -1.1438 -1.2263 -0.6 -0.1 0.9 0.097
H 2.6281 0.4873 -0.2133 0.2 0.5 -0.8 0.082
H -1.5328 -2.2392 0.9697 0.0 -0.8 0.0 0.087
H 0.7100 0.0643 1.6784 0.2 -0.2 0.6 0.040
H 1.6112 -1.8188 0.9396 -0.2 -0.9 -0.1 -0.115


(12)
17
Properties=species:S:1:pos:R:3:forces:R:3:lowdin_charge:R:1 method="wB97M-V/def2-TZVPD" spin_multiplicity=1 largest_force_ev_per_a=4.20 lumo_energy_ev=-0.62 homo_energy_ev=-8.672 gap_ev=8.05
C -0.3635 -0.0738 1.0265 0.2 1.2 -2.0 -0.222
C 0.4406 0.0302 -0.3096 0.9 -0.3 1.0 -0.701
C 1.1738 -1.2968 -0.4604 1.2 -0.4 1.5 -0.054
C 1.4539 1.3201 -0.1406 0.0 -3.9 1.5 0.025
O -1.2785 -1.1553 0.8238 1.2 -0.6 2.2 -0.501
O -0.4687 0.1176 -1.2999 -2.0 -0.3 -0.3 -0.259
P -2.3050 -1.0288 -0.3031 0.9 2.7 -2.2 0.827
S -2.9787 0.9483 0.1183 -1.1 -0.6 -0.6 0.474
H 0.3926 -0.3404 1.7340 -0.4 0.3 1.3 0.126
H -0.9443 0.8928 0.9595 1.0 -0.9 1.5 0.046
H 2.0114 -1.4507 0.3077 -0.6 0.4 -1.4 0.109
H 1.4470 -1.3578 -1.4972 0.7 -0.2 -0.3 0.077
H 0.5093 -2.1381 -0.2454 -0.1 0.2 -0.3 0.066
H 1.8805 1.4098 0.8860 -0.3 -0.5 -0.5 0.089
H 0.8898 2.1431 -0.2626 -1.9 3.0 -0.8 0.024
H 2.2778 1.2857 -0.8193 0.3 -0.1 -0.7 0.067
H -4.1380 0.6941 -0.5175 0.0 0.1 0.1 -0.193